1.
This record from OMol25 describes a 4-piece molecular cluster, C5H14O3 overall. The level of theory is ωB97M-V with the def2-TZVPD basis set.

Properties
structure (SMILES): C=C/C=C/C.O.O.O
energy above the lowest of the compared OMol25 structures with the same formula, charge and spin: 126.5 kJ/mol
2S+1: 1
E: -11552.8131 eV
molecular weight: 122.16 g mol⁻¹
Kohn-Sham gap: 9.56 eV

XYZ file:
```
22
Properties=species:S:1:pos:R:3:forces:R:3
C -0.938 1.522 1.381 -0.271 0.016 0.333
C -1.489 0.330 1.168 0.228 0.740 -1.141
C -1.186 -0.450 -0.050 -0.034 0.454 0.931
C -1.166 -0.024 -1.300 -0.358 -0.244 -0.872
C -0.585 -0.861 -2.435 -1.496 0.707 0.066
H -1.153 2.025 2.315 0.055 0.252 -0.083
H -0.272 2.004 0.669 -0.064 -0.181 0.114
H -2.146 -0.078 1.909 -0.178 -0.376 0.341
H -0.848 -1.429 0.205 0.442 -0.821 -0.137
H -1.686 0.889 -1.585 0.370 0.189 0.235
H -1.313 -1.632 -2.704 0.399 -0.630 0.508
H 0.391 -1.213 -2.117 0.017 -0.322 -0.581
H -0.628 -0.311 -3.380 0.882 0.320 0.269
O 0.725 -1.358 2.665 0.109 -0.737 -0.223
H 0.340 -1.090 3.501 0.168 0.377 -0.036
H 1.305 -0.668 2.330 -0.176 0.210 0.273
O 3.561 -2.988 1.643 -0.188 -0.177 -0.181
H 3.044 -3.483 0.990 0.174 0.201 0.267
H 2.983 -2.929 2.413 -0.069 0.043 -0.087
O 0.212 3.921 -2.853 -0.450 -0.029 -1.075
H -0.105 4.465 -2.134 0.443 -0.221 0.454
H 0.954 3.359 -2.630 -0.003 0.230 0.626
```
Forces are in eV/Å.

***

2.
This record from OMol25 describes C5H14O3Rb as an isolated structure. The level of theory is ωB97M-V with the def2-TZVPD basis set.

Properties
2S+1: 1
net charge: +1
E: -12204.9520 eV
molecular weight: 207.63 g mol⁻¹
Kohn-Sham gap: 11.02 eV

XYZ file:
```
23
Properties=species:S:1:pos:R:3:forces:R:3
Rb -0.002 0.377 1.896 -0.208 -0.125 -0.079
C -3.661 0.030 0.802 0.087 0.025 0.160
C -3.244 -1.339 1.286 0.014 -0.097 -0.075
O -1.942 -1.707 0.823 -0.038 0.352 0.134
O -2.718 1.044 1.217 -0.312 -0.317 0.094
H -4.642 0.229 1.241 -0.047 0.118 -0.215
H -3.709 0.059 -0.290 -0.222 -0.124 -0.001
H -3.978 -2.085 0.965 -0.070 0.148 -0.145
H -3.258 -1.387 2.376 0.344 0.111 -0.002
H -1.969 -1.640 -0.140 0.131 -0.178 0.057
H -3.167 1.883 1.068 0.203 0.079 0.076
C 3.343 -0.667 -1.272 -0.284 0.090 -0.055
C 2.445 0.268 -0.468 0.905 0.058 -0.296
C 2.721 1.725 -0.808 -0.228 0.535 0.356
O 1.062 -0.038 -0.670 -0.117 -0.207 -0.092
H 3.112 -0.616 -2.341 -0.063 0.131 0.045
H 3.211 -1.701 -0.956 0.176 0.005 0.065
H 4.379 -0.352 -1.161 0.049 -0.198 0.078
H 2.666 0.063 0.587 -0.096 0.193 0.084
H 1.970 2.391 -0.369 -0.164 -0.189 -0.131
H 2.716 1.886 -1.886 -0.049 -0.051 -0.025
H 3.660 2.117 -0.411 0.162 -0.444 -0.092
H 1.005 -0.542 -1.490 -0.176 0.086 0.059
```
Forces are in eV/Å.

***

3.
This record from OMol25 describes a 2-piece molecular cluster, C5H14OS overall. The level of theory is ωB97M-V with the def2-TZVPD basis set.

Properties
structure (SMILES): CCCCSC.O
energy above the lowest of the compared OMol25 structures with the same formula, charge and spin: 151.6 kJ/mol
2S+1: 1
E: -18293.1804 eV
molecular weight: 122.23 g mol⁻¹
Kohn-Sham gap: 9.50 eV

XYZ file:
```
21
Properties=species:S:1:pos:R:3:forces:R:3
C -0.006 -3.138 0.518 -3.514 -0.014 2.192
C -0.194 -1.627 0.992 3.094 -1.681 -0.439
C -1.195 -0.886 0.217 -2.700 2.615 0.034
C -0.751 -0.092 -1.064 -0.215 1.146 1.627
S 0.564 1.190 -1.045 0.125 0.416 0.903
C 0.140 2.097 0.507 0.873 0.871 1.411
H -0.929 -3.481 -0.045 0.972 0.562 0.296
H 0.831 -3.382 -0.067 1.291 -0.256 -0.382
H -0.144 -3.734 1.489 1.004 0.342 -1.552
H 0.813 -1.074 0.721 -1.599 -0.980 1.423
H -0.431 -1.725 2.102 0.531 0.829 -1.525
H -1.735 -0.214 1.028 0.719 -0.858 -2.107
H -1.982 -1.475 -0.315 0.295 -0.153 1.162
H -0.347 -0.803 -1.740 0.122 -0.620 -0.958
H -1.632 0.425 -1.453 0.034 -0.472 -0.182
H 0.293 3.231 0.689 -0.216 -1.648 -1.619
H 0.838 1.738 1.333 -1.427 -0.230 -0.849
H -0.933 1.892 0.623 0.502 0.007 0.637
O 2.561 3.640 -1.224 -0.249 0.485 -0.319
H 2.221 4.458 -1.621 0.249 -0.258 0.243
H 2.017 2.962 -1.645 0.110 -0.102 0.004
```
Forces are in eV/Å.

***

4.
This record from OMol25 describes a 2-piece molecular cluster, C5H14P2 overall. The level of theory is ωB97M-V with the def2-TZVPD basis set.

Properties
structure (SMILES): CP(C)#[PH2].C=CC
energy above the lowest of the compared OMol25 structures with the same formula, charge and spin: 77.4 kJ/mol
2S+1: 1
E: -23988.4679 eV
molecular weight: 136.12 g mol⁻¹
Kohn-Sham gap: 9.32 eV

XYZ file:
```
21
Properties=species:S:1:pos:R:3:forces:R:3
C -1.196 -0.075 -1.465 -0.162 -0.071 0.300
P -1.523 0.090 0.353 0.595 0.528 -0.241
C -2.167 1.834 0.334 0.039 -0.323 0.187
P -3.457 -0.912 0.420 -0.468 0.193 -0.502
H -0.353 0.565 -1.720 0.061 0.017 -0.031
H -0.923 -1.104 -1.689 0.030 -0.038 -0.066
H -2.065 0.211 -2.058 0.001 0.009 -0.071
H -1.415 2.480 -0.118 0.036 0.034 0.005
H -3.096 1.909 -0.229 -0.055 0.103 -0.082
H -2.336 2.166 1.359 -0.033 0.044 -0.050
H -3.566 -0.736 1.797 -0.145 0.051 0.533
H -2.894 -2.175 0.572 0.155 -0.548 0.039
C 2.730 -1.750 -0.231 -0.033 -0.227 -0.102
C 2.512 -0.785 0.642 0.008 0.183 0.094
C 2.941 0.631 0.450 0.008 -0.052 -0.011
H 2.413 -2.763 -0.058 -0.088 -0.192 0.108
H 3.240 -1.567 -1.164 0.094 0.117 -0.168
H 2.000 -0.995 1.572 -0.079 -0.129 0.061
H 3.713 0.889 1.176 0.028 0.107 0.035
H 3.339 0.782 -0.551 0.046 0.074 -0.043
H 2.101 1.306 0.607 -0.036 0.118 0.002
```
Forces are in eV/Å.

***

5.
This record from OMol25 describes a 2-piece molecular cluster, C5H14S overall. The level of theory is ωB97M-V with the def2-TZVPD basis set.

Properties
structure (SMILES): CCC.CSC
energy above the lowest of the compared OMol25 structures with the same formula, charge and spin: 178.1 kJ/mol
2S+1: 1
E: -16245.4553 eV
molecular weight: 106.23 g mol⁻¹
Kohn-Sham gap: 9.43 eV

XYZ file:
```
20
Properties=species:S:1:pos:R:3:forces:R:3
C 2.849 -1.188 -1.526 -1.024 -3.077 -3.700
C 1.761 -0.154 -1.793 1.226 1.625 2.653
C 2.055 0.982 -0.721 -2.178 0.555 -4.280
H 3.848 -0.794 -1.681 0.073 0.114 0.364
H 2.702 -1.946 -2.410 0.667 1.021 1.194
H 2.788 -1.933 -0.711 -0.194 1.223 0.296
H 1.703 0.295 -2.776 0.750 -0.282 -0.402
H 0.758 -0.477 -1.612 -0.564 -0.723 0.219
H 3.026 1.008 -0.408 2.754 0.305 0.286
H 1.695 1.941 -1.142 0.443 -0.229 0.558
H 1.512 0.761 0.101 -1.965 -0.534 2.817
C -3.325 0.263 0.264 -2.562 -1.167 2.039
S -3.397 1.016 2.038 -0.144 -0.335 -1.029
C -2.138 0.187 3.057 1.594 -1.643 -5.524
H -2.535 0.537 -0.377 0.995 0.778 -0.389
H -3.348 -0.878 0.317 -0.125 1.528 0.085
H -4.341 0.639 -0.113 1.601 -0.635 0.282
H -1.161 0.658 2.830 -0.493 -0.314 0.841
H -2.075 -0.888 2.654 0.125 1.406 0.214
H -2.377 -0.029 4.010 -0.979 0.382 3.475
```
Forces are in eV/Å.

***

6.
This record from OMol25 describes a 2-piece molecular cluster, C5H14S overall. The level of theory is ωB97M-V with the def2-TZVPD basis set.

Properties
structure (SMILES): CCSC.CC
energy above the lowest of the compared OMol25 structures with the same formula, charge and spin: 119.3 kJ/mol
2S+1: 1
E: -16246.0649 eV
molecular weight: 106.23 g mol⁻¹
Kohn-Sham gap: 9.20 eV

XYZ file:
```
20
Properties=species:S:1:pos:R:3:forces:R:3
C -1.505 -0.483 2.051 0.593 1.692 0.953
C -1.162 0.019 0.667 -0.551 -1.468 -2.765
S -0.068 -1.041 -0.488 -0.298 0.507 0.775
C 0.153 -2.603 0.335 0.221 -1.239 0.661
H -0.945 -1.321 2.448 -0.307 -0.535 -0.516
H -2.579 -0.540 2.128 -0.230 -0.845 0.046
H -1.278 0.248 2.829 0.214 0.490 -0.168
H -2.074 -0.030 0.055 0.001 0.080 0.470
H -0.788 0.993 0.372 0.373 0.409 1.256
H -0.381 -2.760 1.271 -0.111 0.696 0.140
H -0.271 -3.436 -0.235 0.508 0.191 -0.422
H 1.213 -2.771 0.596 -0.459 -0.044 -0.424
C 0.805 2.779 -1.573 -0.608 -0.517 0.863
C 1.853 2.101 -0.691 -0.038 -1.913 0.252
H 1.093 2.881 -2.613 0.155 0.281 -0.033
H -0.083 2.133 -1.559 0.142 -0.126 -0.248
H 0.393 3.690 -1.138 0.518 0.404 -0.275
H 1.878 0.994 -0.950 0.282 1.333 0.108
H 2.876 2.468 -0.660 -0.006 0.345 -0.599
H 1.583 2.068 0.369 -0.398 0.260 -0.074
```
Forces are in eV/Å.

***

molecular weight of number 5 (C5H14S)?
106.23 g mol⁻¹